C22H43BBr3CaF5KN4O11PS | ωB97M-V with the def2-TZVPD basis set

Results
- electronic energy (a.u.) = -12173.87513
- HOMO-LUMO gap (eV) = 2.092
- highest occupied orbital energy (eV) = -6.0

Each line ends with the Löwdin charge.
Positions of all 93 atoms, in Å:
C  1.12635  3.05887  2.16872  -0.08
O  1.81572  1.77395  2.50618  -0.23
C  2.55707  1.30637  1.32465  -0.35
C  1.72573  0.22133  0.40291  -0.19
C  0.14512  0.04132  0.85103  -0.19
C  -0.51342  -1.36544  0.23105  -0.20
C  -2.15275  -1.31525  0.35330  -0.22
C  -2.63792  -2.13748  1.68578  -0.20
C  -4.19561  -1.89232  2.13004  -0.20
C  -5.22170  -1.51372  0.91062  -0.20
C  -6.59789  -0.90884  1.64457  -0.17
C  -6.41280  0.74467  1.58803  -0.28
C  -7.10518  1.63984  2.79182  -0.06
C  -7.52655  3.00728  1.93445  -0.26
O  -8.27069  4.05112  2.36557  -0.05
N  -6.94076  2.91614  0.53074  -0.04
C  -6.63190  1.48685  0.10845  -0.44
P  -7.98517  0.76063  -1.06483  0.37
S  -7.51595  -1.01460  -1.76220  0.10
H  0.29912  2.80310  1.34716  0.10
H  0.56544  3.44223  3.12149  0.11
H  1.88112  3.84552  1.73504  0.10
H  2.90350  2.23050  0.66523  0.03
H  3.55749  0.76594  1.67333  0.06
H  2.26242  -0.82032  0.52624  0.11
H  1.72738  0.56285  -0.74051  0.12
H  0.00167  -0.04281  2.02783  0.14
H  -0.49605  0.93334  0.42428  0.10
H  -0.16202  -2.25228  0.94700  0.12
H  -0.15510  -1.50890  -0.88297  0.11
H  -2.59532  -1.79825  -0.63961  0.13
H  -2.49352  -0.17710  0.33996  0.09
H  -1.96843  -1.73026  2.58644  0.11
H  -2.33821  -3.28925  1.59466  0.13
H  -4.58175  -2.92894  2.57918  0.09
H  -4.29746  -1.11636  3.01728  0.08
H  -5.59357  -2.46348  0.31286  0.10
H  -4.85809  -0.66375  0.19364  0.09
H  -7.58639  -1.28125  1.13578  0.09
H  -6.53925  -1.18337  2.80410  0.06
H  -5.25777  0.97800  1.77840  0.12
H  -7.96291  1.13851  3.41032  0.13
H  -6.17907  2.03213  3.42826  0.13
H  -6.01549  3.42407  0.66162  0.13
H  -5.53874  1.53048  -0.36848  0.14
H  -8.13273  1.62782  -2.23855  -0.02
H  -9.21294  0.75238  -0.31137  -0.01
O  -2.56526  1.91614  1.27348  -0.07
H  -2.19071  1.95113  2.16641  0.05
H  -2.78284  2.83921  1.07455  0.05
B  -4.91294  -5.49252  -0.31318  -1.08
F  -3.90911  -4.46740  -0.54800  0.06
F  -4.28754  -6.65092  0.30373  -0.03
F  -5.94226  -4.96946  0.57031  0.05
F  -5.51284  -5.88223  -1.57879  -0.12
K  -5.51294  -7.97432  -1.18591  1.08
Ca  4.68706  0.92389  -0.28591  1.58
C  8.99744  3.53801  -3.88378  -0.05
C  9.76131  2.57276  -3.04326  -0.30
O  8.90260  2.33554  -1.95091  0.16
C  7.64449  2.50767  -2.44508  -0.48
O  6.63073  2.12616  -1.88417  0.01
O  7.65728  3.15371  -3.65087  0.10
F  10.89885  3.13473  -2.57650  0.07
H  9.13698  4.57740  -3.56823  0.16
H  9.24996  3.45651  -4.94444  0.16
H  9.99101  1.62588  -3.54344  0.19
O  2.12457  3.53904  -0.93425  -0.47
H  2.44956  4.38006  -1.19971  -0.16
C  14.52117  3.55786  -3.03376  -0.72
O  14.36549  2.60942  -3.78664  0.02
N  13.49160  4.24766  -2.51049  0.15
N  15.73615  3.99796  -2.65993  0.15
H  13.59973  5.03123  -1.88879  0.10
H  12.55954  3.94887  -2.76652  0.07
H  16.53845  3.50635  -3.03139  0.11
H  15.88437  4.77709  -2.04093  0.10
C  -5.58079  -2.73802  6.22080  -1.58
Br  -6.11159  -4.06253  4.89863  0.60
Br  -3.72184  -2.95080  6.75273  0.55
Br  -5.95965  -0.92611  5.62275  0.56
H  -6.19082  -2.91439  7.11287  -0.03
C  2.22144  2.60548  -4.92311  -0.05
C  3.26917  2.38342  -3.84457  -0.15
N  4.13842  2.19914  -2.94982  0.06
H  1.24642  2.25516  -4.57343  0.09
H  2.15245  3.67021  -5.16226  0.09
H  2.49448  2.05443  -5.82721  0.08
C  -3.00770  -11.31625  -0.41925  -0.90
O  -1.91505  -10.77262  -0.12865  -0.08
O  -3.00678  -12.59329  -0.06407  0.04
O  -4.04029  -10.86378  -0.96228  -0.10
H  -2.09486  -12.51874  0.28376  0.09